Entry 1:
# C46H49CrN10P2S3

A molecular structure, C46H49CrN10P2S3 in a non-equilibrium geometry (ωB97M-V/def2-TZVPD, the OMol25 dataset).

Last column: Mulliken spin population.
Element x y z (Å)
Cr1 -0.9162 -0.5064 -1.1317  0.723
C1 5.0669 0.1979 4.4184  0.000
S1 3.8372 -0.9576 5.0782  0.000
C2 2.5564 -0.8600 3.7856  0.000
C3 3.0461 -1.3969 2.4505  0.001
C4 1.9168 -1.5852 1.4382  0.000
N1 1.2395 -0.3240 1.0703  -0.007
P1 -0.5181 -0.2444 1.2790  -0.019
C5 -0.7172 1.4881 1.7820  -0.010
C6 0.2654 2.1341 2.5202  0.006
C7 0.0614 3.4235 2.9737  -0.002
C8 -1.1590 4.0442 2.7602  0.001
C9 -2.1697 3.3790 2.0828  -0.001
C10 -1.9475 2.1102 1.5794  0.016
C11 -0.9448 -1.0276 2.8941  -0.003
C12 -0.7624 -2.3884 3.1437  0.001
C13 -1.1725 -2.9644 4.3321  0.002
C14 -1.8293 -2.2047 5.2834  -0.001
C15 -2.0529 -0.8610 5.0373  0.001
C16 -1.6164 -0.2751 3.8626  -0.003
P2 1.4117 0.0800 -0.6288  -0.027
C17 3.1470 -0.4579 -0.9182  0.009
C18 3.4543 -1.4780 -1.8122  0.000
C19 4.7724 -1.8529 -2.0093  0.000
C20 5.7869 -1.2329 -1.3019  -0.001
C21 5.4867 -0.2213 -0.4053  0.001
C22 4.1764 0.1748 -0.2240  0.000
C23 1.7374 1.8650 -0.7975  -0.008
C24 1.5449 2.3389 -2.0954  0.011
C25 1.9308 3.6192 -2.4424  -0.001
C26 2.4967 4.4463 -1.4861  0.001
C27 2.6593 3.9943 -0.1885  0.003
C28 2.2949 2.7053 0.1590  -0.003
H1 5.8024 0.3446 5.2023  0.000
H2 4.5928 1.1450 4.1782  0.000
H3 5.5484 -0.2289 3.5433  0.000
H4 2.2347 0.1776 3.7102  0.000
H5 1.7290 -1.4576 4.1678  0.000
H6 3.5071 -2.3754 2.6082  -0.001
H7 3.8041 -0.7353 2.0329  0.000
H8 1.2083 -2.2879 1.8644  0.002
H9 2.3470 -2.0595 0.5508  0.002
H10 1.1805 1.6053 2.7380  -0.001
H11 0.8510 3.9305 3.5069  0.000
H12 -1.3251 5.0466 3.1202  0.000
H13 -3.1272 3.8576 1.9471  0.001
H14 -2.7332 1.5976 1.0390  -0.001
H15 -0.3066 -3.0239 2.4047  -0.002
H16 -0.9862 -4.0135 4.5083  0.000
H17 -2.1811 -2.6618 6.1932  0.000
H18 -2.5708 -0.2619 5.7687  0.000
H19 -1.8057 0.7761 3.7132  0.000
H20 2.6659 -1.9970 -2.3387  0.000
H21 5.0052 -2.6259 -2.7234  0.000
H22 6.8097 -1.5344 -1.4483  0.000
H23 6.2766 0.2717 0.1386  0.000
H24 3.9533 0.9790 0.4583  -0.001
H25 1.0662 1.7069 -2.8357  0.002
H26 1.7871 3.9701 -3.4533  0.000
H27 2.8156 5.4426 -1.7486  0.000
H28 3.0838 4.6510 0.5555  0.000
H29 2.4228 2.3718 1.1757  -0.001
N2 0.9154 -0.8140 -4.0746  0.000
C29 -0.4246 -0.6790 -4.2835  0.003
N3 -0.8371 -0.5780 -5.5265  -0.003
C30 -2.1620 -0.5180 -5.7238  -0.004
N4 -2.6069 -0.3823 -6.9618  0.002
N5 -3.0487 -0.5998 -4.7144  0.004
C31 -2.5539 -0.6934 -3.5041  0.017
N6 -1.2330 -0.7371 -3.2036  0.015
C32 -3.4613 -0.8335 -2.3680  0.002
C33 -4.8450 -0.8631 -2.5261  -0.006
C34 -5.6445 -1.0694 -1.4152  0.003
C35 -5.0239 -1.2501 -0.1840  -0.005
C36 -3.6452 -1.1687 -0.1083  0.005
N7 -2.8665 -0.9479 -1.1654  -0.006
H30 1.4872 -0.6279 -4.8879  0.001
H31 1.2688 -0.4411 -3.1992  -0.005
H32 -1.9480 -0.3414 -7.7203  0.000
H33 -3.5940 -0.3440 -7.1500  0.000
H34 -5.2489 -0.7037 -3.5131  0.000
H35 -6.7206 -1.0886 -1.4954  0.000
H36 -5.6012 -1.4354 0.7078  0.000
H37 -3.1351 -1.2729 0.8404  0.000
S2 -1.6707 1.7012 -1.5674  0.207
C37 -1.4439 3.4461 -1.5140  -0.010
C38 -0.6466 4.0776 -0.5690  0.030
C39 -0.5424 5.4561 -0.5740  -0.018
C40 -1.2473 6.2127 -1.4962  0.030
C41 -2.0627 5.5810 -2.4238  -0.015
C42 -2.1505 4.2023 -2.4483  0.025
H38 -0.1094 3.4973 0.1598  0.014
H39 0.0901 5.9369 0.1571  0.000
H40 -1.1745 7.2893 -1.4890  0.001
H41 -2.6341 6.1659 -3.1295  0.000
H42 -2.7696 3.6997 -3.1760  0.001
C43 -2.9788 -5.9039 0.9555  0.000
C44 -1.9913 -4.8647 1.4801  -0.003
C45 -1.2657 -4.2039 0.3713  -0.001
N8 -1.1818 -2.9390 0.1861  -0.020
N9 -0.5029 -2.5599 -0.9138  0.028
C46 -0.0355 -3.5837 -1.5990  0.013
N10 0.7241 -3.5119 -2.6992  0.007
S3 -0.4385 -5.1233 -0.8792  0.001
H43 -3.5833 -6.2629 1.7818  0.000
H44 -2.4602 -6.7506 0.5105  0.000
H45 -3.6374 -5.4598 0.2134  0.000
H46 -1.2793 -5.3596 2.1452  0.000
H47 -2.5142 -4.0945 2.0472  0.000
H48 0.7416 -2.6604 -3.2503  0.001
H49 0.9511 -4.3724 -3.1716  -0.001

The value obtained for the relative energy (zero: lowest compared OMol25 entry of this formula, charge and spin) is 0.000 eV. The gap between HOMO and LUMO (alpha / beta) is 5.9 / 5.5 eV. The LUMO energy (alpha / beta) comes out at -6.0215 / -6.4939 eV. As for the spin multiplicity: 2. The expectation value of S² is 0.86. The calculation puts the HOMO energy (alpha / beta) at -12.0 / -12.0 eV. The charge is +2.



Entry 2:
# C46H50Cl2F2N9O3S2SiYb

A molecular structure, C46H50Cl2F2N9O3S2SiYb in a non-equilibrium geometry (ωB97M-V/def2-TZVPD, the OMol25 dataset).

Last column: Mulliken spin population.
Element x y z (Å)
Yb1 -0.0126 0.3372 1.0757  0.004
C1 3.9133 -2.7560 0.0588  -0.001
C2 3.1623 -1.4988 -0.2022  -0.016
N1 1.8934 -1.3283 0.1734  0.011
N2 1.5430 -2.1119 1.2275  0.007
C3 1.6896 -1.5101 2.4044  -0.002
O1 1.6454 -0.2791 2.5769  -0.001
C4 1.7155 -2.4197 3.6005  -0.002
C5 1.5183 -1.7577 4.8221  0.000
C6 1.2896 -2.5177 5.9648  0.001
C7 1.3860 -3.9288 5.9152  0.000
C8 1.6173 -4.5527 4.6916  0.000
C9 1.8458 -3.8109 3.5460  0.000
C10 3.8607 -0.3635 -0.8354  0.028
C11 5.2157 -0.4170 -1.1728  -0.010
C12 5.8659 0.7756 -1.5175  0.001
C13 5.1130 1.9030 -1.6690  -0.004
C14 3.7217 1.8364 -1.4723  0.009
N3 3.0906 0.6966 -1.1735  0.004
H1 3.2416 -3.5945 0.2236  0.000
H2 4.6643 -3.0443 -0.7004  0.000
H3 4.5156 -2.6402 0.9775  0.000
H4 1.5950 -0.6799 4.8869  -0.001
H5 0.9805 -2.0805 6.9647  0.000
H6 1.2803 -4.5257 6.8630  0.000
H7 1.6909 -5.6512 4.6071  0.000
H8 2.0221 -4.3140 2.6083  0.000
H9 5.7700 -1.3247 -1.0574  0.000
H10 6.9377 0.7999 -1.6307  0.000
H11 5.5976 2.9058 -1.8510  0.000
H12 3.0832 2.7591 -1.4918  0.002
F1 5.1281 3.6316 1.8849  0.000
C15 3.7477 3.6298 1.9229  0.001
C16 3.0499 2.4708 1.6326  0.002
C17 1.6794 2.5382 1.6319  0.005
C18 0.9403 3.6928 1.9941  -0.001
C19 1.7571 4.8292 2.3171  -0.004
F2 1.2188 6.0043 2.7846  0.000
C20 3.1356 4.8246 2.2393  0.002
C21 -0.4954 3.6593 2.0738  0.001
C22 -1.2625 4.8073 2.3097  0.003
C23 -2.6348 4.7135 2.2040  -0.001
C24 -3.2357 3.4862 2.0809  0.002
C25 -2.4410 2.3954 1.8597  -0.003
N4 -1.1050 2.4523 1.9024  -0.002
H13 3.5435 1.5419 1.3940  -0.001
H14 3.7539 5.6854 2.4393  0.000
H15 -0.7504 5.7467 2.4914  0.000
H16 -3.1869 5.6486 2.2181  0.000
H17 -4.3352 3.3597 2.1289  0.000
H18 -2.8718 1.4182 1.5900  0.000
N5 -6.7861 1.5390 5.8249  0.000
C26 -5.6890 0.8289 5.4956  0.000
C27 -4.4061 1.2380 5.9308  0.000
C28 -3.2792 0.6492 5.3936  0.000
C29 -3.3865 -0.4206 4.5178  0.000
C30 -4.6575 -0.9397 4.1679  0.000
C31 -5.7899 -0.3410 4.6892  0.000
S1 -1.8940 -1.1272 3.7273  0.000
O2 -1.9175 -2.5832 3.9234  0.000
O3 -0.8215 -0.3675 4.3746  0.000
N6 -1.7747 -0.7351 2.1660  0.000
C32 -2.2830 -1.5591 1.2016  0.004
N7 -3.2346 -2.4522 1.4701  -0.001
C33 -3.6525 -3.2433 0.4950  0.000
C34 -3.0513 -3.2375 -0.7628  0.003
C35 -2.0629 -2.2516 -0.9406  -0.051
N8 -1.7183 -1.4015 -0.0054  -0.008
H19 -6.6897 2.4189 6.3076  0.000
H20 -7.6842 1.4226 5.3314  0.000
H21 -4.3658 2.0213 6.6825  0.000
H22 -2.2911 1.0055 5.6475  0.000
H23 -4.6622 -1.8108 3.4621  0.000
H24 -6.7703 -0.7072 4.4004  0.000
H25 -4.4267 -3.9489 0.8185  0.000
H26 -3.3682 -3.9104 -1.5531  0.000
H27 -1.5863 -2.1005 -1.9010  0.054
Cl1 -6.8751 1.6795 -1.8777  0.000
C36 -5.1478 2.0762 -1.7233  0.000
Cl2 -4.1621 0.7433 -1.0398  0.000
H28 -5.1326 2.9376 -1.0007  0.000
H29 -4.7832 2.3338 -2.7191  0.000
S2 -1.3669 3.8365 -1.6104  0.004
C37 -0.6418 2.3774 -1.3765  0.050
N9 -0.0732 1.3209 -1.2220  -0.035
C38 -1.4196 -0.4496 -4.5025  0.166
Si1 0.4932 -0.5572 -4.3675  0.288
C39 0.9964 -2.4361 -4.5188  0.128
C40 1.1330 -3.0891 -3.1396  0.050
C41 -0.0948 -3.1564 -5.3066  0.025
C42 2.2934 -2.6474 -5.3225  0.055
C43 1.3403 0.7253 -5.5446  0.113
C44 0.6841 0.6920 -6.9274  0.015
C45 2.8670 0.5472 -5.7845  0.043
C46 1.2064 2.0314 -4.7040  0.176
H30 -1.8806 -0.7774 -5.4449  0.014
H31 -1.6689 0.5891 -4.3020  -0.007
H32 -1.8892 -1.0773 -3.7209  -0.040
H33 0.2192 -3.5045 -2.7509  -0.002
H34 1.4292 -2.3292 -2.3846  0.005
H35 1.9586 -3.8263 -3.1388  0.002
H36 -1.0155 -3.1959 -4.6838  0.003
H37 0.2841 -4.1334 -5.6079  -0.002
H38 -0.3375 -2.6124 -6.2209  -0.003
H39 3.1929 -2.2313 -4.8168  -0.011
H40 2.2069 -2.1432 -6.3179  -0.003
H41 2.4571 -3.7074 -5.4958  0.003
H42 0.5388 -0.3343 -7.2430  0.002
H43 1.2867 1.1475 -7.7248  -0.001
H44 -0.2759 1.1739 -6.9346  0.002
H45 3.0603 -0.3224 -6.3794  0.005
H46 3.3622 0.4157 -4.8195  -0.010
H47 3.3404 1.4307 -6.2667  0.001
H48 0.1868 2.1403 -4.3036  -0.006
H49 1.9210 1.9698 -3.8756  -0.068
H50 1.4670 2.9341 -5.2584  0.002

The value obtained for the relative energy (zero: lowest compared OMol25 entry of this formula, charge and spin) is 0.000 eV. The gap between HOMO and LUMO (alpha / beta) is 4.0 / 4.0 eV. The LUMO energy (alpha / beta) comes out at 3.7485 / 3.7475 eV. As for the spin multiplicity: 2. The expectation value of S² is 0.75. The calculation puts the HOMO energy (alpha / beta) at -0.3 / -0.3 eV. The charge is -2.